1:
17
Properties=species:S:1:pos:R:3:nbo_charge:R:1 method="wB97M-V/def2-TZVPD" total_charge=+1 orbital_gap_ha=0.26643 e_homo_ev=-12.223 lumo_energy_ev=-5.0
C 0.7805 -1.4778 -0.5237 -0.20
C 2.0795 -1.3326 -0.2283 -0.43
C -0.2032 -0.3659 -0.2778 -0.38
C 0.4574 0.7950 0.3897 0.02
C -1.2534 -0.8846 0.6819 -0.58
N 0.3852 2.1311 -0.2007 -0.70
S 2.7640 0.0947 0.3331 0.22
H 0.4201 -2.3965 -0.9591 0.24
H 2.7344 -2.1963 -0.6397 0.29
H -0.6885 -0.1513 -1.2007 0.24
H 0.4295 0.8092 1.4694 0.24
H -0.6014 -1.3345 1.5554 0.23
H -1.8297 -1.6823 0.3228 0.24
H -1.9926 -0.0491 1.0461 0.21
H -0.4363 2.6358 -0.0194 0.45
H 0.8093 2.0150 -1.1676 0.47
H 1.0870 2.5664 0.3329 0.45

---

2:
17
Properties=species:S:1:pos:R:3:nbo_charge:R:1 method="wB97M-V/def2-TZVPD" total_charge=+1 orbital_gap_ha=0.28449 e_homo_ev=-13.403 lumo_energy_ev=-5.7
C 2.0294 -0.7820 -0.1073 0.01
C 1.8446 -2.0320 0.0964 -0.40
C -0.4339 1.2450 -0.1758 -0.26
C 0.8964 1.6762 0.3982 -0.55
C -1.9022 -0.6584 -0.3800 -0.45
N -0.8219 -0.0670 0.4308 -0.65
S 2.4249 0.7791 -0.0192 0.69
H 1.6207 -2.3706 1.0973 0.31
H 1.4563 -2.7347 -0.7318 0.31
H -1.0081 2.1845 -0.1729 0.23
H -0.3775 0.9549 -1.2891 0.22
H 1.1227 2.7340 0.1049 0.27
H 0.9305 1.6893 1.5930 0.27
H -2.9004 -0.1616 -0.4483 0.21
H -1.6198 -0.7012 -1.5154 0.19
H -1.9880 -1.7810 -0.2820 0.22
H -1.2737 0.0253 1.4011 0.38

---

Most stable: 1

---

1:
17
Properties=species:S:1:pos:R:3:nbo_charge:R:1 method="wB97M-V/def2-TZVPD" total_charge=0 orbital_gap_ha="0.18707 / 0.30391" e_homo_ev="-3.993 / -7.708" multiplicity=2 lumo_energy_ev="1.1 / 0.6"
C 0.9221 0.1152 -2.0997 -0.61
C -0.2135 -0.4946 -1.2691 -0.44
C -0.2251 -0.1578 0.1788 -0.11
C -1.2447 -0.3527 1.0762 -0.24
N -0.9221 -0.3115 2.4635 -0.91
N 0.7439 0.9030 0.6586 -0.78
H 1.8955 -0.1250 -1.6833 0.18
H 0.8617 1.2091 -2.1493 0.19
H 0.8593 -0.3054 -3.0948 0.22
H -1.1353 -0.1620 -1.7714 0.18
H -0.1907 -1.5798 -1.3966 0.21
H -2.0849 -0.9415 0.7210 0.17
H -0.4181 -1.1290 2.8268 0.34
H -1.6775 -0.1062 3.0996 0.37
H 1.6662 0.8013 0.2461 0.41
H 0.3837 1.8907 0.5254 0.33
H 0.7795 0.7461 1.6683 0.46

---

2:
17
Properties=species:S:1:pos:R:3:nbo_charge:R:1 method="wB97M-V/def2-TZVPD" total_charge=0 orbital_gap_ha="0.36353 / 0.28115" e_homo_ev="-8.819 / -8.690" multiplicity=2 lumo_energy_ev="1.1 / -1.0"
C 0.3210 2.2295 1.5853 -0.63
C -0.7525 1.3340 0.9993 -0.45
C -0.2104 0.1481 0.0699 0.07
C -0.1935 0.3894 -1.2416 -0.14
N 0.6403 -0.2659 -2.4043 -0.86
N -0.0660 -3.3940 0.8828 -1.09
H 0.1182 3.2769 1.8247 0.23
H 1.2458 1.9336 1.0082 0.22
H 0.5225 1.7772 2.6316 0.20
H -1.4523 1.1082 1.7221 0.21
H -1.3666 1.9078 0.1974 0.21
H -0.7229 1.2454 -1.6563 0.19
H 1.5879 -0.5352 -2.0362 0.38
H 0.6884 0.2425 -3.3036 0.38
H 0.2415 -2.4153 0.9636 0.37
H -0.5158 -3.4488 -0.0733 0.36
H 0.6465 -4.0792 0.8951 0.36

---

Most stable: 1

---

1:
16
Properties=species:S:1:pos:R:3:nbo_charge:R:1 method="wB97M-V/def2-TZVPD" total_charge=-1 orbital_gap_ha="0.22979 / 0.22339" e_homo_ev="-2.428 / -2.258" lumo_energy_ev="3.8 / 3.8"
C 0.6524 -1.0931 -0.8250 -0.44
C -1.4826 -1.8528 -1.5710 -0.18
C 1.5759 1.8196 2.0142 -0.86
N -0.8090 -1.1435 -0.7156 -0.55
O -2.7165 0.9706 -1.2523 -1.18
O -1.8359 0.9126 1.0957 -1.18
P -1.5825 0.6957 -0.3505 1.64
H 1.1373 -0.5045 0.0009 0.20
H 1.1738 -2.0434 -0.7159 0.18
H 0.9855 -0.4918 -1.6413 0.19
H 2.4716 1.6743 2.6754 0.19
H -0.9786 -2.1806 -2.5050 0.13
H -2.4780 -2.1184 -1.2701 0.18
H 1.8450 1.2458 1.0459 0.20
H 0.7238 1.2928 2.2512 0.25
H 1.3179 2.8167 1.7634 0.21

---

2:
16
Properties=species:S:1:pos:R:3:nbo_charge:R:1 method="wB97M-V/def2-TZVPD" total_charge=-1 smiles="CC[P@@H](=O)NC[O-]" orbital_gap_ha=0.27526 e_homo_ev=-3.428 lumo_energy_ev=4.1
C 0.8895 -1.5204 -0.4337 -0.62
C -0.5338 -1.3081 0.1356 -0.79
P -1.4460 0.2068 -0.3581 1.94
O -2.8792 0.2819 -0.0954 -1.14
N -0.6888 1.4414 0.4110 -1.09
C 0.9276 1.5556 0.5291 0.21
O 1.4897 1.7538 -0.5600 -0.86
H 1.1735 -0.5196 -0.7794 0.26
H 1.4788 -2.1010 0.2339 0.19
H 0.7522 -2.0753 -1.2812 0.18
H -0.2624 -1.1351 1.1414 0.23
H -0.9815 -2.3204 0.0683 0.22
H -1.1384 0.1541 -1.6853 -0.18
H -0.9811 2.3728 0.1653 0.39
H 1.2965 0.6868 1.1331 0.07
H 0.9031 2.5267 1.3752 -0.01

---

Most stable: 2

---

1:
24
Properties=species:S:1:pos:R:3:nbo_charge:R:1 method="wB97M-V/def2-TZVPD" total_charge=0 orbital_gap_ha=0.40330 e_homo_ev=-11.271 lumo_energy_ev=-0.3
Li 29.5850 46.9480 29.8600 0.91
B 29.0000 43.9830 29.8600 1.34
F 28.0310 43.1140 30.3260 -0.55
F 30.3570 43.4270 29.7840 -0.58
F 28.6660 44.4870 28.6470 -0.57
F 29.0320 45.1650 30.6170 -0.61
C 31.5420 47.2850 27.4930 -0.24
O 30.8130 46.5520 28.4240 -0.79
H 31.6780 48.3640 27.8040 0.18
H 30.9290 47.3910 26.6490 0.17
H 32.5660 46.8750 27.2210 0.18
H 30.6010 45.6630 28.2140 0.52
C 29.4500 47.9640 32.2170 -0.28
O 30.0540 48.4680 31.0500 -0.78
H 30.0790 47.1290 32.5030 0.20
H 28.4880 47.6420 31.9750 0.18
H 29.2390 48.5570 33.0950 0.19
H 30.4650 49.3400 31.1720 0.50
C 27.0420 48.5340 27.8610 -0.27
O 27.4380 47.5580 28.8950 -0.73
H 27.4520 48.6850 26.8730 0.20
H 27.0780 49.4950 28.2150 0.17
H 25.9370 48.2330 27.5840 0.17
H 26.6680 47.6050 29.4410 0.48

---

2:
24
Properties=species:S:1:pos:R:3:nbo_charge:R:1 method="wB97M-V/def2-TZVPD" total_charge=0 orbital_gap_ha=0.37753 e_homo_ev=-10.571 lumo_energy_ev=-0.3
Li -35.1636 -17.8041 21.8954 0.91
B -37.1468 -16.4807 20.2638 1.32
F -37.3918 -15.2296 20.9857 -0.59
F -36.1147 -16.3111 19.4534 -0.55
F -36.9673 -17.5281 21.0934 -0.58
F -38.3014 -16.7304 19.4785 -0.58
C -34.6163 -19.4418 19.4803 -0.27
O -33.9826 -18.9104 20.6505 -0.80
H -35.6797 -19.6948 19.4625 0.23
H -34.1637 -20.3526 19.0966 0.17
H -34.2060 -18.6727 18.7671 0.20
H -33.0579 -18.9157 20.7117 0.50
C -35.0917 -20.4763 23.6140 -0.25
O -35.6609 -19.1276 23.7761 -0.78
H -35.1574 -20.8279 22.5593 0.19
H -35.6207 -21.2319 24.1510 0.18
H -34.2902 -20.5878 24.1273 0.17
H -36.3478 -18.9927 24.3709 0.49
C -33.8893 -15.4664 22.3099 -0.20
O -34.6911 -16.2790 22.9297 -0.77
H -34.2936 -14.4593 22.3451 0.18
H -33.9701 -15.7941 21.0890 0.16
H -32.9504 -15.4748 22.4848 0.15
H -34.9147 -16.0948 23.9846 0.50

---

Most stable: 1

---

1:
10
Properties=species:S:1:pos:R:3:nbo_charge:R:1 method="wB97M-V/def2-TZVPD" total_charge=0 orbital_gap_ha="0.24092 / 0.31683" e_homo_ev="-7.011 / -8.466" lumo_energy_ev="-0.5 / 0.2"
C 1.0243 0.8632 -0.0500 -0.11
C 1.4058 -0.4082 0.4789 -0.77
C -1.8017 0.0471 -0.5790 -0.29
S 1.3221 2.3479 -0.3757 0.20
Cl -2.8111 0.6961 0.6616 0.01
Cl -1.5310 -1.6551 -0.4653 0.00
H 0.6731 -1.1829 0.2132 0.25
H 1.4367 -0.3424 1.5701 0.26
H 2.3916 -0.7078 0.1194 0.24
H -2.1097 0.3421 -1.5732 0.20

---

2:
10
Properties=species:S:1:pos:R:3:nbo_charge:R:1 method="wB97M-V/def2-TZVPD" total_charge=0 orbital_gap_ha=0.30425 e_homo_ev=-8.780 lumo_energy_ev=-0.5
C -0.3499 -0.4053 1.3842 -0.04
C -0.0284 -0.8707 2.7053 -0.75
C -0.1208 1.4920 1.0648 -0.28
S -0.7073 -1.0903 -0.0286 0.12
Cl 0.0390 2.3522 2.5974 -0.01
Cl -1.5816 2.0602 0.2077 -0.02
H -0.8273 -1.4443 3.0606 0.26
H 0.1310 -0.0721 3.4122 0.25
H 0.7955 -1.5615 2.7073 0.26
H 0.6886 1.6457 0.3675 0.22

---

Most stable: 2

---

1:
21
Properties=species:S:1:pos:R:3:nbo_charge:R:1 method="wB97M-V/def2-TZVPD" total_charge=0 smiles=O.O.O.O.O.O.O orbital_gap_ha=0.41929 e_homo_ev=-10.950 lumo_energy_ev=0.5
O -0.1212 -3.9026 2.0830 -0.94
H -0.4071 -3.2034 2.7080 0.47
H -0.9686 -4.2975 1.8536 0.47
O 0.0319 -1.0399 0.5233 -1.00
H 0.1030 -2.0105 0.6551 0.50
H -0.2023 -0.9235 -0.4323 0.51
O 1.2498 2.4994 -0.0564 -0.99
H 1.6328 3.3303 -0.4197 0.47
H 1.5389 1.8189 -0.7155 0.49
O 2.5110 0.4481 -1.1957 -0.95
H 2.1974 -0.0491 -0.4278 0.49
H 1.9494 0.1761 -1.9145 0.50
O -1.4153 1.7520 -0.8467 -0.99
H -2.0131 1.7272 -0.0887 0.51
H -0.5602 2.0715 -0.5661 0.51
O -0.2010 -0.1345 -2.2602 -1.04
H -0.5613 -0.5474 -3.0274 0.48
H -0.8306 0.4926 -1.7577 0.52
O -1.6450 0.5807 1.7427 -0.99
H -0.8375 -0.0119 1.7048 0.51
H -1.4510 1.2235 2.4382 0.46

---

2:
21
Properties=species:S:1:pos:R:3:nbo_charge:R:1 method="wB97M-V/def2-TZVPD" total_charge=0 orbital_gap_ha=0.34987 e_homo_ev=-9.456 lumo_energy_ev=0.1
O 0.7532 1.9861 -0.6639 -0.86
H 1.2639 1.9317 0.1439 0.53
H 1.1004 2.7550 -1.1161 0.52
O 0.9700 -1.8996 0.2729 -1.04
H 0.9123 -0.9443 0.2915 0.45
H 1.4422 -2.1271 1.0738 0.47
O -0.2566 1.9629 -2.4740 -0.94
H 0.4354 1.5391 -1.9665 0.46
H -0.7185 2.5108 -1.8394 0.46
O -1.0885 -0.1076 0.3513 -0.95
H -1.4313 -0.9908 0.2144 0.48
H -1.7896 0.3533 0.8118 0.51
O -1.1462 -2.1462 -0.0161 -0.91
H -0.7408 -2.8988 0.4145 0.52
H -0.5111 -1.8790 -0.6805 0.51
O -0.0659 -0.1872 2.2488 -0.98
H 0.0147 0.1925 1.3739 0.47
H -0.3581 -1.0855 2.0946 0.45
O 0.7263 0.2138 0.0006 -1.02
H 0.6136 1.0386 -0.4719 0.43
H -0.1256 -0.2179 -0.0637 0.45

---

Most stable: 1